Entry 1:
Molecular formula: C38H64Cl4F2NO34S2
Method: DFT, ωB97M-V/def2-TZVPD

Properties
- E_LUMO (Eh) = 0.0586
- HOMO level (eV) = -8.300
- Kohn-Sham gap (eV) = 9.89

Geometry as ORCA input:
```
! wB97M-V def2-TZVPD RIJCOSX def2/J DEFGRID3
* xyz -1 1
N -3.94370 5.62663 7.11905
S -4.00026 4.41606 6.18942
O -2.97471 4.34552 5.16506
O -5.27723 3.87032 5.81490
F -3.50145 3.33692 7.31058
S -4.33211 6.80230 5.99264
O -5.38429 6.49192 5.05453
O -3.33411 7.73820 5.58733
F -5.14464 7.68519 7.08062
Cl -6.74846 0.38732 6.08961
C -7.71682 1.81516 5.76575
C -9.16966 1.43089 5.52998
Cl -10.14389 2.77059 4.85788
H -7.38321 2.37954 4.89826
H -7.60556 2.45265 6.64003
H -9.65497 0.96180 6.38287
H -9.22326 0.68939 4.73333
Cl -9.26752 6.31805 2.91741
C -8.37621 7.40842 4.00864
C -9.14525 8.67676 4.31064
Cl -10.54232 8.40819 5.38003
H -7.44665 7.68518 3.51154
H -8.07508 6.90045 4.92229
H -9.53418 9.16806 3.42389
H -8.49198 9.35194 4.86047
C -5.47891 3.91534 9.62023
C -5.00956 5.23634 10.22239
O -5.69481 5.35657 11.45699
C -6.47157 4.27279 11.64226
O -7.10056 4.06791 12.63181
O -6.41912 3.42552 10.58780
H -4.73213 3.12968 9.56555
H -5.95934 4.05977 8.65316
H -5.26134 6.00515 9.48710
H -3.92749 5.33208 10.31256
C -3.36666 0.34965 8.09971
C -4.51009 0.62975 9.06353
O -5.01805 -0.67723 9.29104
C -4.66771 -1.48086 8.30085
O -5.11484 -2.56920 8.10813
O -3.84459 -0.83729 7.43054
H -2.44642 0.10180 8.63038
H -3.22221 1.12776 7.36019
H -5.26730 1.32057 8.69856
H -4.12972 1.05890 9.99131
C -3.06435 9.71586 3.62058
C -4.09124 9.41583 2.55150
O -5.30280 9.23217 3.27180
C -5.14598 9.60537 4.55431
O -6.00424 9.61018 5.37515
O -3.86328 10.00191 4.75552
H -2.38892 10.52124 3.34438
H -2.46754 8.80770 3.75001
H -3.92368 8.55927 1.90747
H -4.31560 10.29586 1.93554
C -5.75772 10.73656 7.69431
C -4.31149 10.84531 7.12427
O -4.15781 12.21845 6.88959
C -5.24736 12.90748 7.21833
O -5.39504 14.07834 7.08964
O -6.12010 12.09729 7.88282
H -5.61063 10.13921 8.59021
H -6.40526 10.29431 6.94040
H -4.19883 10.29818 6.18473
H -3.53960 10.42289 7.76580
C -0.02305 9.33995 6.85702
C -1.17267 10.15495 6.24931
O -1.03850 11.43829 6.80481
C 0.10174 11.54134 7.48861
O 0.51875 12.47957 8.08777
O 0.81015 10.39403 7.35064
H 0.51409 8.70692 6.15607
H -0.41582 8.72552 7.66593
H -2.05484 9.63045 6.60148
H -1.16145 10.17814 5.16114
C -0.02144 2.82900 7.11053
C 0.02733 2.46258 5.62370
O 1.27186 1.77013 5.51648
C 1.88613 1.67153 6.73086
O 2.90178 1.12178 6.94674
O 1.17709 2.37110 7.66104
H -0.82303 2.28372 7.61840
H -0.18878 3.90203 7.20481
H 0.00795 3.39717 5.06558
H -0.84174 1.88466 5.32002
C -4.63025 9.27564 -1.57982
C -5.31475 7.92332 -1.72106
O -5.66240 7.34033 -0.47095
C -4.66606 6.89150 0.28755
O -3.49764 6.89537 0.00692
O -5.18949 6.44801 1.40892
C -4.36438 5.76319 2.33226
H -5.17223 10.10828 -1.13479
H -4.22456 9.63626 -2.52914
H -3.71641 9.16107 -0.98683
H -4.74896 7.17315 -2.27429
H -6.26691 8.08999 -2.22473
H -3.61563 5.18086 1.79422
H -5.03464 5.11513 2.89736
H -3.83398 6.30933 3.11794
C -8.87492 6.46979 9.33453
C -7.84164 7.25390 8.57080
O -8.33530 8.47028 8.00987
C -8.52395 9.51791 8.81683
O -8.00711 9.68884 9.89576
O -9.34160 10.36271 8.21546
C -9.40384 11.71044 8.68964
H -9.52782 5.96324 8.62136
H -9.35962 7.01809 10.14033
H -8.44498 5.61260 9.86766
H -7.46027 6.69572 7.71697
H -6.97108 7.49796 9.18684
H -9.90539 11.71440 9.65896
H -10.05082 12.23244 7.99072
H -8.40169 12.12608 8.74938
C -0.72352 11.55518 12.35316
C 0.14933 10.92426 11.29212
O -0.18915 9.64441 10.77803
C -1.34554 9.53302 10.14826
O -2.12887 10.41806 9.90903
O -1.50206 8.27770 9.77556
C -2.72844 7.87395 9.13929
H -0.90082 10.85662 13.17836
H -1.71371 11.74372 11.93538
H -0.33129 12.45026 12.82823
H 1.17911 10.87528 11.65452
H 0.32674 11.62217 10.46725
H -2.63814 6.81560 8.92823
H -2.79413 8.41032 8.19428
H -3.53999 8.13083 9.81747
C -1.29648 6.38316 3.33712
C -0.15904 7.32627 2.97780
O -0.57696 8.18859 1.94477
C -0.45505 7.81213 0.66930
O -0.06795 6.75593 0.26585
O -0.91194 8.82970 -0.06218
C -0.57288 8.81887 -1.42402
H -1.63296 5.95387 2.39309
H -2.02513 6.93653 3.92197
H -0.90188 5.52940 3.88855
H 0.76305 6.78818 2.74136
H 0.12663 7.91254 3.85474
H 0.50955 8.76416 -1.56713
H -0.95166 9.68342 -1.96184
H -0.94386 7.95061 -1.97673
*
```


Entry 2:
Molecular formula: C2H9N2O
Method: DFT, ωB97M-V/def2-TZVPD

Properties
- E_LUMO (Eh) = -0.1406
- HOMO level (eV) = -13.824
- Kohn-Sham gap (eV) = 10.00

Geometry as ORCA input:
```
! wB97M-V def2-TZVPD RIJCOSX def2/J DEFGRID3
* xyz 1 1
C 0.74189 0.94530 -1.51169
C 0.39807 -0.48522 1.53609
N -0.64770 0.47416 -1.30088
N -0.37145 -1.38269 2.09363
O -0.80529 -0.51091 -0.33259
H 1.27201 0.44389 -2.23870
H 0.61242 2.03700 -1.86316
H 1.24829 0.86149 -0.58988
H 0.28404 0.62641 1.63829
H 1.45504 -0.74838 1.05121
H -1.32616 1.22605 -0.94338
H -1.18364 -1.12504 2.65337
H -1.22137 0.03662 -2.06900
H -0.45616 -2.39871 1.87670
*
```


Entry 3:
Molecular formula: C61H38Cl4IN5OPbS
Method: DFT, ωB97M-V/def2-TZVPD

Properties
- E_LUMO (Eh) = -0.2820
- HOMO level (eV) = -12.910
- Kohn-Sham gap (eV) = 5.24

Geometry as ORCA input:
```
! wB97M-V def2-TZVPD RIJCOSX def2/J DEFGRID3
* xyz 2 1
Pb -0.05857 -0.40676 -0.11008
Cl 5.48715 -3.65655 -7.23393
C 4.61015 -2.90528 -5.95297
C 5.28564 -2.10849 -5.03917
C 4.58443 -1.52014 -4.00228
C 3.20383 -1.69581 -3.88782
C 2.54304 -2.48963 -4.82731
C 3.24408 -3.10630 -5.85202
C 2.43950 -1.04335 -2.79564
C 1.41147 -0.21894 -3.15750
C 1.13501 0.22909 -4.50358
C 0.11547 1.11137 -4.41766
C -0.22253 1.23069 -3.02084
C -1.27642 2.13442 -2.49549
C -2.15969 2.79201 -3.49558
C -1.65822 3.70185 -4.42417
C -2.50996 4.32641 -5.32073
C -3.86202 4.01432 -5.30640
Cl -4.91889 4.77644 -6.43834
C -4.37641 3.10516 -4.39896
C -3.52376 2.50436 -3.48460
C -1.50938 2.42229 -1.18975
N -0.81815 1.87189 -0.09617
C -1.24569 2.50365 0.97430
C -0.69619 2.32137 2.33977
C -1.36381 3.11937 3.40248
C -0.67212 4.08274 4.12985
C -1.31313 4.80761 5.12394
C -2.64564 4.55215 5.39809
Cl -3.44287 5.44025 6.64374
C -3.35316 3.59680 4.68252
C -2.71300 2.89532 3.67470
C 0.35356 1.53675 2.68861
C 0.90209 1.40412 4.02368
C 1.88054 0.48140 3.94714
C 1.92942 0.03515 2.56692
N 1.03007 0.64672 1.83294
C 2.83087 -1.03883 2.06966
C 3.01860 -1.38825 0.76524
C 4.05530 -2.26636 0.27106
C 3.96086 -2.24633 -1.07646
C 2.87628 -1.35020 -1.41155
N 2.31936 -0.85284 -0.32668
C 3.60403 -1.78437 3.09209
C 4.47835 -1.13491 3.96776
C 5.20119 -1.85121 4.90258
C 5.02876 -3.22502 4.98979
Cl 5.89228 -4.11197 6.18864
C 4.17638 -3.89244 4.12764
C 3.47606 -3.17099 3.17203
C -2.22984 3.50844 0.63484
C -2.39969 3.45455 -0.70354
N 0.52641 0.43578 -2.28037
H 6.35131 -1.95321 -5.14522
H 5.11214 -0.88524 -3.30000
H 1.47346 -2.64624 -4.74406
H 2.73776 -3.73756 -6.57129
H 1.66760 -0.06424 -5.39436
H -0.35386 1.63875 -5.23109
H -0.60404 3.95708 -4.42629
H -2.13296 5.05514 -6.02682
H -5.43326 2.87136 -4.40951
H -3.91886 1.78942 -2.76928
H 0.36665 4.29378 3.89978
H -0.78369 5.57023 5.68117
H -4.39310 3.41178 4.91679
H -3.25804 2.14352 3.11229
H 0.57153 1.92649 4.90764
H 2.48290 0.11674 4.76358
H 4.78307 -2.79530 0.86642
H 4.57435 -2.79313 -1.77466
H 4.63978 -0.06570 3.88616
H 5.90073 -1.35356 5.56066
H 4.06370 -4.96558 4.20603
H 2.80008 -3.68536 2.49865
H -2.70105 4.19100 1.32472
H -3.03419 4.08349 -1.30804
O -2.83019 -0.57691 -0.59621
S -3.73379 -0.17811 0.55347
C -5.25885 0.34234 -0.16377
C -5.75269 -0.30110 -1.29430
C -6.96541 0.11932 -1.81388
C -7.66646 1.16065 -1.20478
C -7.15255 1.79950 -0.08589
C -5.93049 1.39273 0.44043
C -4.17095 -1.70033 1.35874
C -4.71548 -1.65855 2.63431
C -5.03609 -2.85353 3.26415
C -4.80139 -4.06267 2.61946
C -4.24184 -4.08391 1.34613
C -3.91764 -2.89546 0.70410
H -5.19122 -1.10588 -1.75556
H -7.37314 -0.36738 -2.69151
H -8.62109 1.47352 -1.60931
H -7.69478 2.61633 0.37356
H -5.50814 1.89243 1.30701
H -4.88878 -0.70966 3.13456
H -5.46581 -2.84157 4.25760
H -5.05514 -4.99241 3.11342
H -4.05979 -5.02961 0.85014
H -3.46195 -2.88570 -0.27892
I -0.47767 -2.91556 2.61736
C -0.13126 -4.25639 1.03136
C -0.25710 -5.61157 1.30656
C -0.03401 -6.49397 0.26425
C 0.30357 -5.99693 -0.98560
C 0.40999 -4.62860 -1.14086
N 0.19663 -3.75304 -0.14204
H -0.51982 -5.95724 2.29631
H -0.12297 -7.56016 0.42928
H 0.47993 -6.65832 -1.82383
H 0.67860 -4.20142 -2.10215
*
```


Entry 4:
Molecular formula: C3H5NO2
Method: DFT, ωB97M-V/def2-TZVPD

Properties
- E_LUMO (Eh) = 0.0303
- HOMO level (eV) = -9.364
- Kohn-Sham gap (eV) = 10.19

Geometry as ORCA input:
```
! wB97M-V def2-TZVPD RIJCOSX def2/J DEFGRID3
* xyz 0 1
O -1.90334 -0.77674 0.89003
C -0.66298 -0.25731 0.72306
C 1.13761 -0.46592 -0.19606
N 1.04034 0.96898 -0.08189
C -0.38566 0.75211 -0.27928
O -1.04843 1.04571 -1.25445
H -2.47436 -0.58936 0.12674
H -0.16439 -0.21083 1.68154
H 1.72426 -1.00836 0.53768
H 1.26515 -0.81790 -1.22922
H 1.37497 1.47719 -0.89531
*
```


Entry 5:
Molecular formula: C6H10O
Method: DFT, ωB97M-V/def2-TZVPD

Properties
- E_LUMO (alpha / beta) (Eh) = -0.0091 / -0.0019
- HOMO level (alpha / beta) (eV) = -6.859 / -7.117
- Kohn-Sham gap (alpha / beta) (eV) = 6.61 / 7.07

Geometry as ORCA input:
```
! wB97M-V def2-TZVPD RIJCOSX def2/J DEFGRID3
* xyz 0 1
C 0.59649 -2.44296 0.21358
C 0.39339 -1.01134 0.19620
O 1.34928 -0.12975 0.52362
C 0.38823 0.86724 0.65835
C 0.47861 1.92324 -0.41696
C -0.36083 0.95079 -1.19583
C -0.63742 -0.09335 -0.09512
H 1.42198 -2.74622 -0.44410
H 0.84496 -2.81801 1.21287
H -0.28797 -2.99593 -0.11951
H -2.04373 0.56245 2.05083
H -0.72909 1.47146 1.98283
H 1.48997 2.09920 -0.78025
H 0.00187 2.88800 -0.22955
H -1.32729 1.36015 -1.48626
H 0.09792 0.49997 -2.07392
H -1.67639 -0.38493 0.00321
*
```


Which F_max belongs to each record? In order, 0.1215 0.0797 0.0156 0.0176 0.0699 hartree/bohr.